Record 1
ORCA calculation (ωB97M-V/def2-TZVPD) on a cluster of 2 separate species, C2H4O3S in total.

Each line ends with the natural charge from an NBO analysis.
Positions of all 10 atoms, in Å:
C: 0.862 0.717 -0.422  -0.666
C: -0.572 0.447 0.105  -0.192
O: 0.695 -1.927 0.661  -0.846
O: 1.024 -0.013 2.243  -0.868
O: -1.760 -0.478 -1.334  -0.743
S: 0.553 -0.525 0.996  2.104
H: 1.048 0.022 -1.362  0.275
H: 1.296 1.634 -0.542  0.242
H: -1.067 1.326 0.459  0.243
H: -2.078 -1.203 -0.804  0.450

Summary:
Energy relative to the best compared isomer or geometry (same formula, charge and spin)   5.372 eV
HOMO-LUMO gap (spin up / spin down)   9.05 / 9.05 eV

---

Record 2
ORCA calculation (ωB97M-V/def2-TZVPD) on a structure of composition C2H4O3Sc.

Each line ends with the natural charge from an NBO analysis.
Positions of all 10 atoms, in Å:
O: -1.081 0.957 -0.072  -0.639
C: -0.089 1.221 -0.736  0.515
C: 1.220 0.572 -0.363  -0.292
O: 1.128 -0.103 0.799  -0.305
H: -0.088 2.054 -1.456  0.247
H: 2.034 1.327 -0.260  0.337
Sc: -0.962 -0.618 1.349  2.237
O: -1.445 -2.449 1.062  -1.016
H: -2.313 -2.796 0.858  0.537
H: 1.597 -0.164 -1.181  0.380

Summary:
Spin multiplicity   2
Total charge   +2
HOMO-LUMO gap (spin up / spin down)   10.30 / 7.52 eV

---

Record 3
ORCA calculation (ωB97M-V/def2-TZVPD) on a cluster of 2 separate species, C2H4O4 in total.

Each line ends with the natural charge from an NBO analysis.
Positions of all 10 atoms, in Å:
O: -0.014 -1.490 -1.738  -0.523
C: 0.477 -1.072 -0.713  0.631
O: 0.000 0.000 0.000  -0.680
H: 1.234 -1.643 -0.139  0.089
H: 0.462 -0.014 0.882  0.482
O: -1.115 -4.413 -1.397  -0.520
C: -0.214 -4.889 -0.705  0.622
O: 1.081 -4.386 -0.788  -0.687
H: -0.325 -5.624 0.117  0.107
H: 1.671 -5.025 -0.302  0.479

Summary:
SMILES   O=CO.O=CO
Energy relative to the best compared isomer or geometry (same formula, charge and spin)   1.248 eV
HOMO-LUMO gap   10.87 eV

---

Short version: strongest force on any atom = 0.1352 0.0852 0.0771 hartree/bohr, in the order given.